C3H3O3 | ωB97M-V/def2-TZVPD

Atoms and positions in Å:
C (-2.54071, 0.04279, 0.03183)
C (0.21603, 0.32998, -0.07214)
C (1.16932, -0.58434, 0.25988)
O (-3.45331, -0.49745, -0.21798)
O (2.36853, -0.40753, -0.22193)
O (-1.56298, 0.70438, 0.15208)
H (0.15165, 1.29256, -0.41191)
H (1.08370, -1.34585, 1.13313)
H (2.56778, 0.46546, -0.65295)

Properties
- energy above the lowest of the compared OMol25 structures with the same formula, charge and spin (kJ/mol) = 268.1
- orbital gap (eV) = 9.01
- total charge = +1
- E_tot (eV) = -9290.143
- F_max (eV Å⁻¹) = 6.32
- LUMO energy (eV) = -6.46
- M (g/mol) = 87.054